Below is a molecular structure, C32H22BBrN8O6Pt, with properties calculated with ωB97M-V/def2-TZVPD.

```
! wB97M-V def2-TZVPD RIJCOSX def2/J DEFGRID3
* xyz 0 1
Pt 0.49 0.99 -0.47
C 3.35 2.39 2.29
C 2.65 1.34 1.70
N 1.89 1.82 0.73
N 2.04 3.17 0.69
C 2.92 3.52 1.63
B 1.10 4.03 -0.19
N 1.28 3.61 -1.65
C 1.68 4.26 -2.75
C 1.74 3.37 -3.80
C 1.35 2.14 -3.25
N 1.07 2.32 -1.97
N -0.35 3.68 0.24
C -1.36 4.45 0.67
C -2.46 3.65 0.93
C -2.04 2.36 0.62
N -0.78 2.40 0.21
H 4.07 2.33 3.09
H 2.66 0.29 1.92
H 3.19 4.56 1.75
H 1.31 5.20 -0.03
H 1.90 5.32 -2.71
H 2.04 3.57 -4.82
H 1.28 1.16 -3.69
H -1.22 5.52 0.77
H -3.42 3.96 1.29
H -2.55 1.41 0.68
N -2.18 -4.86 7.13
C -1.90 -4.17 6.26
C -1.56 -3.29 5.17
C -0.76 -2.18 5.41
C -0.43 -1.34 4.36
C -0.89 -1.60 3.07
C -1.69 -2.73 2.84
C -2.02 -3.57 3.89
C -0.51 -0.76 1.97
C -0.10 -0.14 1.03
H -0.40 -1.97 6.41
H 0.20 -0.47 4.53
H -2.03 -2.94 1.84
H -2.63 -4.44 3.71
O -0.85 -1.82 -1.24
C -1.27 -0.88 -1.87
O -0.95 0.38 -1.71
C -2.29 -1.07 -2.96
C -2.72 -2.36 -3.25
C -3.65 -2.58 -4.25
C -4.14 -1.49 -4.94
C -3.73 -0.19 -4.68
C -2.80 0.01 -3.68
N -5.13 -1.72 -6.01
O -5.48 -2.86 -6.22
O -5.54 -0.74 -6.61
H -2.30 -3.18 -2.68
H -4.00 -3.57 -4.49
H -4.14 0.62 -5.26
H -2.45 1.01 -3.45
Br 6.05 -2.01 2.86
C 4.40 -2.16 1.94
C 3.39 -2.94 2.48
C 2.18 -3.04 1.79
C 1.98 -2.35 0.61
C 3.00 -1.57 0.09
C 4.24 -1.50 0.74
C 2.85 -0.83 -1.20
O 3.74 -0.83 -2.02
O 1.69 -0.24 -1.47
H 3.54 -3.46 3.41
H 1.39 -3.66 2.20
H 1.03 -2.40 0.09
H 5.04 -0.92 0.30
*
```

Lowest unoccupied orbital energy in eV: -0.617
HOMO level in eV: -8.9
Orbital gap in eV: 8.2

Mulliken atomic charge list, values in e, 6 entries: atom 1 (Pt): 3.836, atom 2 (C): -1.454, atom 3 (C): -0.104, atom 4 (N): -0.306, atom 5 (N): 0.424, atom 6 (C): -0.100

Below is C2H4OS2 in the gas phase, with properties calculated with ωB97M-V/def2-TZVPD.

```
! wB97M-V def2-TZVPD RIJCOSX def2/J DEFGRID3
* xyz 0 1
C -0.50 -0.82 -0.28
C 0.58 0.13 -0.07
H -1.76 0.29 1.43
H -0.36 -1.55 0.66
H -0.45 -1.17 -1.25
H -0.63 1.58 0.03
O 0.32 1.42 -0.15
S -2.10 -0.11 0.05
S 2.11 -0.29 0.10
*
```

Lowest unoccupied orbital energy in eV: 0.175
SMILES string: OC(=S)CS
HOMO level in eV: -8.8
Orbital gap in eV: 8.9

Mulliken atomic charge list, values in e, 6 entries: atom 1 (C): -0.321, atom 2 (C): 0.224, atom 3 (H): 0.174, atom 4 (H): 0.270, atom 5 (H): 0.352, atom 6 (H): 0.322

Below is C5H2N2O in the gas phase, with properties calculated with ωB97M-V/def2-TZVPD.

```
! wB97M-V def2-TZVPD RIJCOSX def2/J DEFGRID3
* xyz 0 1
C 0.56 1.05 0.03
C 1.97 -0.60 -0.06
C -0.12 -0.28 -0.06
C -1.52 -0.30 0.00
C -2.71 -0.08 0.09
H 2.85 -1.16 -0.34
H -3.78 -0.18 0.40
N 2.01 0.70 0.38
N 0.73 -1.30 -0.18
O 0.01 2.16 -0.26
*
```

Lowest unoccupied orbital energy in eV: -2.306
SMILES string: C#CC1=NC=NC1=O
HOMO level in eV: -10.3
Orbital gap in eV: 8.0

Mulliken atomic charge list, values in e, 6 entries: atom 1 (C): 0.397, atom 2 (C): -0.023, atom 3 (C): 0.616, atom 4 (C): -0.299, atom 5 (C): -0.034, atom 6 (H): 0.396

Below is a molecular structure, C5H5PS, with properties calculated with ωB97M-V/def2-TZVPD.

```
! wB97M-V def2-TZVPD RIJCOSX def2/J DEFGRID3
* xyz 0 1
C -1.47 -0.31 0.08
C -1.18 1.02 0.06
C -0.47 -1.27 -0.07
C 0.88 -1.03 -0.09
C 0.10 1.54 -0.02
P 1.59 0.56 -0.10
S 4.30 -0.27 0.06
H -2.56 -0.52 0.16
H -2.09 1.79 0.19
H -0.87 -2.37 -0.10
H 1.69 -1.70 -0.10
H 0.08 2.56 -0.07
*
```

Lowest unoccupied orbital energy (alpha / beta) in eV: -2.125 / -2.069
HOMO level (alpha / beta) in eV: -9.2 / -9.1
Orbital gap (alpha / beta) in eV: 7.1 / 7.1

Mulliken atomic charge list, values in e, 6 entries: atom 1 (C): -0.070, atom 2 (C): -0.225, atom 3 (C): -0.252, atom 4 (C): -0.265, atom 5 (C): -0.463, atom 6 (P): 0.075

Below is 3 unconnected molecules or ions with the total composition C12H29I2O15P3S, with properties calculated with ωB97M-V/def2-TZVPD.

```
! wB97M-V def2-TZVPD RIJCOSX def2/J DEFGRID3
* xyz 0 1
C 0.79 -2.58 -1.91
C 0.70 -1.69 -3.30
I 0.81 -3.20 -4.95
C 2.06 -0.78 -3.45
I 2.13 -0.06 -5.52
C 2.25 0.37 -2.30
O 3.52 1.03 -2.76
S 3.25 2.69 -3.18
O 3.88 3.50 -2.02
O 4.03 2.83 -4.52
O 1.51 2.64 -3.31
C 1.23 1.65 -2.22
C -0.32 1.45 -1.72
P -1.62 1.45 -3.12
O -2.65 2.70 -3.05
O -0.96 1.46 -4.73
O -2.64 0.03 -2.84
H 1.81 -2.28 -1.37
H -0.10 -2.40 -1.17
H 0.87 -3.74 -2.18
H -0.30 -1.10 -3.43
H 2.97 -1.53 -3.33
H 2.26 -0.05 -1.19
H 1.69 2.25 -1.29
H -0.38 0.50 -1.00
H -0.57 2.38 -1.01
H -1.47 0.85 -5.35
H -3.37 0.31 -2.18
C -3.54 -4.36 3.34
O -2.91 -4.38 2.08
P -3.76 -3.95 0.63
O -2.43 -3.54 -0.03
O -4.43 -2.64 1.37
C -3.60 -1.59 1.85
O -4.60 -3.52 -0.82
C -5.85 -4.18 -0.94
H -3.27 -5.27 3.88
H -3.17 -3.51 3.91
H -4.63 -4.31 3.25
H -2.53 -1.83 1.79
H -3.85 -1.40 2.89
H -3.80 -0.68 1.28
H -6.49 -3.93 -0.09
H -5.69 -5.26 -0.99
H -6.33 -3.85 -1.86
C 2.17 3.79 5.41
O 1.46 3.19 4.34
P 2.19 2.98 2.78
O 1.25 1.81 2.50
O 3.58 2.43 3.46
C 3.57 1.23 4.22
O 2.91 2.77 1.22
C 3.52 3.95 0.74
H 1.51 4.50 5.90
H 2.43 3.02 6.13
H 3.07 4.31 5.06
H 2.57 0.85 4.40
H 4.04 1.44 5.19
H 4.17 0.47 3.72
H 4.31 4.27 1.43
H 2.78 4.74 0.62
H 3.97 3.74 -0.24
*
```

Lowest unoccupied orbital energy in eV: -2.944
HOMO level in eV: -8.5
Orbital gap in eV: 5.5

Mulliken atomic charge list, values in e, 6 entries: atom 1 (C): -0.676, atom 2 (C): -0.412, atom 3 (I): 0.089, atom 4 (C): -1.065, atom 5 (I): 0.138, atom 6 (C): 0.551

Below is a molecular structure, BaH15O8, with properties calculated with ωB97M-V/def2-TZVPD.

```
! wB97M-V def2-TZVPD RIJCOSX def2/J DEFGRID3
* xyz 1 1
Ba -2.69 1.84 -0.03
O -0.22 0.69 -0.15
H -0.69 -0.17 -0.08
O -0.40 -0.26 2.51
H -0.11 -0.20 1.60
H -0.95 0.51 2.64
O 0.96 0.42 -2.68
H 0.57 0.63 -1.83
H 1.60 1.11 -2.83
O 0.00 -2.21 -2.09
H 0.27 -1.30 -1.96
H 0.54 -2.52 -2.81
O 0.31 2.87 1.56
H 0.19 2.19 0.90
H -0.44 2.78 2.14
O 2.60 0.96 0.46
H 1.66 0.95 0.30
H 2.79 0.09 0.81
O 1.69 -1.60 -0.05
H 1.16 -0.83 0.14
H 1.06 -2.30 -0.21
O -3.38 -0.83 0.55
H -2.94 -1.33 1.24
H -3.58 -1.48 -0.13
*
```

Lowest unoccupied orbital energy in eV: -5.621
HOMO level in eV: -12.9
Orbital gap in eV: 7.2

Mulliken atomic charge list, values in e, 6 entries: atom 1 (Ba): 1.812, atom 2 (O): -1.055, atom 3 (H): 0.300, atom 4 (O): -0.618, atom 5 (H): 0.470, atom 6 (H): 0.233

Below is 4 unconnected molecules or ions with the total composition C15H42BrN3O3, with properties calculated with ωB97M-V/def2-TZVPD.

```
! wB97M-V def2-TZVPD RIJCOSX def2/J DEFGRID3
* xyz 2 1
Br 0.77 -1.89 0.46
C -0.28 1.39 2.24
N -0.31 1.18 3.73
C -0.47 2.52 4.39
C -1.54 0.37 3.93
C 0.91 0.47 4.29
C 2.22 0.76 3.59
O 2.57 2.10 3.89
H -1.23 1.30 1.73
H 0.38 0.63 1.81
H 0.23 2.31 1.92
H 0.46 3.07 4.36
H -0.79 2.39 5.42
H -1.33 3.00 3.92
H -1.65 0.29 5.02
H -1.56 -0.62 3.49
H -2.43 0.94 3.68
H 0.71 -0.58 4.06
H 0.89 0.66 5.36
H 2.23 0.65 2.50
H 2.93 0.00 3.93
H 3.47 2.29 3.60
C 2.40 1.66 -0.44
N 3.49 0.82 -1.00
C 4.58 1.68 -1.58
C 4.13 0.00 0.09
C 2.97 -0.13 -2.06
C 2.61 0.53 -3.37
O 1.60 1.52 -3.17
H 2.72 2.14 0.48
H 1.54 1.01 -0.31
H 2.12 2.42 -1.17
H 4.14 2.32 -2.33
H 5.36 1.03 -1.95
H 5.05 2.29 -0.80
H 5.02 -0.50 -0.26
H 3.39 -0.63 0.58
H 4.43 0.74 0.84
H 2.07 -0.57 -1.64
H 3.66 -0.97 -2.14
H 2.28 -0.22 -4.10
H 3.47 1.00 -3.87
H 1.23 1.65 -4.06
C -2.60 -2.60 -0.48
N -3.24 -2.36 -1.81
C -2.15 -1.89 -2.74
C -3.82 -3.62 -2.35
C -4.33 -1.31 -1.68
C -4.93 -0.84 -3.01
O -4.04 0.17 -3.51
H -2.30 -1.67 0.00
H -1.67 -3.16 -0.56
H -3.30 -3.16 0.13
H -2.56 -1.68 -3.72
H -1.41 -2.69 -2.76
H -1.74 -0.99 -2.30
H -4.70 -3.92 -1.78
H -3.08 -4.41 -2.27
H -4.13 -3.43 -3.37
H -3.97 -0.48 -1.09
H -5.13 -1.83 -1.15
H -5.91 -0.39 -2.90
H -4.92 -1.65 -3.74
H -4.55 0.88 -3.93
*
```

Lowest unoccupied orbital energy in eV: -4.278
HOMO level in eV: -12.9
Orbital gap in eV: 8.6

Mulliken atomic charge list, values in e, 6 entries: atom 1 (Br): -0.682, atom 2 (C): -0.822, atom 3 (N): 0.311, atom 4 (C): -0.978, atom 5 (C): -1.107, atom 6 (C): -0.658

Below is a gas-phase ion, C4H7N2O2 (charge +1), with properties calculated with ωB97M-V/def2-TZVPD.

```
! wB97M-V def2-TZVPD RIJCOSX def2/J DEFGRID3
* xyz 1 1
C 0.69 -0.42 0.23
C 1.14 -1.65 0.85
C -1.84 1.93 0.15
C -0.28 1.91 0.14
N 1.13 -2.53 -1.32
N 0.20 0.63 0.26
O 1.19 -1.59 2.05
O 1.36 -2.74 0.07
H 0.64 -3.42 -1.42
H -2.13 0.93 0.74
H -2.16 2.90 0.60
H -2.08 1.87 -0.83
H -0.04 2.56 1.05
H 0.13 2.25 -0.71
H 2.03 -2.63 -1.85
*
```

Lowest unoccupied orbital energy in eV: -5.602
SMILES string: CC[N+]#CC(=O)ON
HOMO level in eV: -15.7
Orbital gap in eV: 10.1

Mulliken atomic charge list, values in e, 6 entries: atom 1 (C): 0.319, atom 2 (C): 0.451, atom 3 (C): -0.926, atom 4 (C): -0.234, atom 5 (N): -0.471, atom 6 (N): 0.214

Below is C6H12 in the gas phase, with properties calculated with ωB97M-V/def2-TZVPD.

```
! wB97M-V def2-TZVPD RIJCOSX def2/J DEFGRID3
* xyz 0 1
C -0.77 -1.33 -1.33
C -0.80 -0.37 -0.15
C 0.36 -0.19 0.82
C 1.61 -1.02 0.75
C 0.05 0.89 -0.18
C -0.60 2.18 0.33
H -1.48 -0.96 -2.10
H -1.09 -2.34 -1.03
H 0.23 -1.41 -1.82
H -1.79 -0.31 0.24
H 0.08 0.08 1.82
H 1.85 -1.34 -0.27
H 1.47 -1.93 1.38
H 2.48 -0.40 1.14
H 0.75 0.97 -1.03
H -1.23 2.64 -0.41
H -1.26 1.94 1.16
H 0.14 2.92 0.68
*
```

Lowest unoccupied orbital energy in eV: 1.252
SMILES string: C[C@H]1[C@H](C)[C@H]1C
HOMO level in eV: -9.6
Orbital gap in eV: 10.9

Mulliken atomic charge list, values in e, 6 entries: atom 1 (C): -1.464, atom 2 (C): 0.042, atom 3 (C): 0.066, atom 4 (C): -1.360, atom 5 (C): 0.181, atom 6 (C): -1.439

Below is 2 unconnected molecules or ions with the total composition C28H19F5N2O, with properties calculated with ωB97M-V/def2-TZVPD.

```
! wB97M-V def2-TZVPD RIJCOSX def2/J DEFGRID3
* xyz 0 1
C 4.07 -1.34 3.71
N 2.62 -1.33 3.73
C 1.91 -2.33 4.37
C 0.60 -2.02 4.27
N 0.51 -0.82 3.57
C -0.74 -0.14 3.33
C -1.74 -0.80 2.63
F -1.50 -2.06 2.18
C -2.94 -0.18 2.33
F -3.90 -0.83 1.65
C -3.13 1.15 2.71
F -4.24 1.81 2.33
C -2.16 1.82 3.47
F -2.33 3.11 3.80
C -1.00 1.14 3.82
F -0.09 1.73 4.64
C 1.75 -0.42 3.21
C 2.16 0.79 2.49
C 1.15 1.50 1.69
C 1.28 2.84 1.50
C 0.20 3.68 1.03
C 0.24 5.09 1.21
C -0.83 5.88 0.82
C -1.96 5.30 0.23
C -2.01 3.91 0.03
C -0.93 3.11 0.40
O 3.33 1.21 2.59
H 4.45 -0.55 3.07
H 4.45 -1.20 4.73
H 4.41 -2.33 3.37
H 2.39 -3.16 4.86
H -0.26 -2.54 4.64
H 0.36 0.89 1.25
H 2.21 3.33 1.80
H 1.12 5.53 1.68
H -0.80 6.96 0.97
H -2.80 5.91 -0.08
H -2.89 3.44 -0.41
H -0.94 2.04 0.18
C 4.00 3.39 -2.51
C 2.62 3.37 -2.17
C 2.33 2.12 -1.57
C 3.53 1.34 -1.50
C 4.59 2.15 -2.10
C 5.89 1.64 -2.20
C 6.15 0.35 -1.70
C 5.12 -0.43 -1.13
C 3.81 0.06 -1.02
H 4.54 4.20 -3.00
H 1.90 4.17 -2.35
H 1.37 1.76 -1.22
H 6.68 2.25 -2.65
H 7.15 -0.06 -1.77
H 5.35 -1.43 -0.76
H 3.01 -0.52 -0.57
*
```

Lowest unoccupied orbital energy in eV: -1.842
HOMO level in eV: -4.9
Orbital gap in eV: 3.0

Mulliken atomic charge list, values in e, 6 entries: atom 1 (C): -0.895, atom 2 (N): 0.137, atom 3 (C): -0.874, atom 4 (C): -0.321, atom 5 (N): 0.450, atom 6 (C): -1.248

Below is a molecular structure, C14H48F6FeN10O17S2, with properties calculated with ωB97M-V/def2-TZVPD.

```
! wB97M-V def2-TZVPD RIJCOSX def2/J DEFGRID3
* xyz 1 6
Fe -1.91 0.78 3.34
C -0.04 -0.87 -0.33
F 0.56 0.32 -0.09
F -1.01 -0.71 -1.22
F 0.84 -1.72 -0.77
S -0.72 -1.74 1.36
O -1.32 -0.70 2.14
O -1.74 -2.72 0.91
O 0.51 -2.37 1.97
C -5.98 0.98 1.28
F -6.81 0.58 0.33
F -6.23 2.24 1.48
F -6.24 0.23 2.33
S -4.10 0.89 0.67
O -3.86 1.96 -0.29
O -3.34 1.13 1.97
O -3.98 -0.45 0.16
C 4.41 1.79 -3.14
C 4.36 0.56 -2.32
C 4.41 0.94 -0.80
O 5.62 1.72 -0.42
C 5.75 1.91 0.98
N 3.30 -0.31 -2.66
H 3.52 2.39 -2.95
H 4.54 1.45 -4.17
H 5.22 2.49 -2.94
H 5.18 -0.10 -2.61
H 4.28 0.00 -0.25
H 3.72 1.72 -0.46
H 4.81 2.26 1.43
H 6.38 2.77 1.20
H 6.19 1.00 1.39
H 2.94 -0.73 -1.81
H 3.64 -1.10 -3.19
C -0.26 7.30 -4.17
C -0.19 6.55 -2.89
C 0.09 5.12 -3.27
O 0.18 4.26 -2.13
C 0.14 2.92 -2.62
N 0.77 7.09 -1.86
H 0.77 7.39 -4.51
H -0.82 8.22 -4.06
H -0.71 6.86 -5.06
H -1.15 6.50 -2.36
H 1.00 5.02 -3.87
H -0.76 4.77 -3.85
H 0.52 2.24 -1.86
H 0.70 2.62 -3.49
H -0.93 2.74 -2.73
H 0.36 7.98 -1.60
H 0.65 6.49 -1.06
O -1.22 -0.52 4.77
H -1.51 -0.46 5.68
H -0.66 -1.29 4.74
O -0.94 1.90 1.89
H -0.03 1.94 1.58
H -1.43 2.47 1.30
O -0.03 -2.73 4.71
H 0.13 -3.22 3.90
H 0.65 -3.04 5.31
O -4.07 -2.44 -1.24
H -4.01 -1.78 -0.55
H -3.46 -3.13 -0.97
O -2.07 -5.41 1.65
H -1.90 -5.36 0.71
H -2.33 -4.53 1.90
C 2.12 0.12 3.15
O 0.90 0.37 3.36
N 2.63 -1.03 3.04
N 3.08 1.00 3.36
H 3.63 -1.18 3.00
H 1.96 -1.75 2.78
H 4.03 0.67 3.30
H 2.85 1.95 3.61
C -4.27 -2.12 3.25
O -3.64 -1.10 3.24
N -5.09 -2.34 4.23
N -4.30 -3.08 2.40
H -5.25 -1.56 4.85
H -5.80 -3.06 4.27
H -3.70 -2.88 1.61
H -5.13 -3.64 2.30
C -1.37 -2.81 -4.29
O -2.00 -3.18 -5.32
N -0.17 -3.12 -3.96
N -1.96 -2.28 -3.33
H 0.28 -2.44 -3.36
H 0.21 -3.92 -4.44
H -2.80 -1.74 -3.51
H -1.43 -1.95 -2.53
C 2.02 -5.81 0.34
O 2.40 -6.94 0.25
N 0.79 -5.40 0.50
N 2.76 -4.74 0.09
H 0.11 -6.09 0.75
H 0.70 -4.41 0.70
H 2.39 -3.80 0.20
H 3.66 -4.79 -0.37
*
```

Lowest unoccupied orbital energy (alpha / beta) in eV: -5.243 / -8.351
HOMO level (alpha / beta) in eV: -10.5 / -10.5
Orbital gap (alpha / beta) in eV: 5.3 / 2.2

Mulliken atomic charge list, values in e, 6 entries: atom 1 (Fe): 0.963, atom 2 (C): 0.554, atom 3 (F): -0.096, atom 4 (F): -0.135, atom 5 (F): -0.191, atom 6 (S): -0.135

Below is a molecular structure, C12H10AsIrN4S4, with properties calculated with ωB97M-V/def2-TZVPD.

```
! wB97M-V def2-TZVPD RIJCOSX def2/J DEFGRID3
* xyz -1 6
Ir 0.42 -1.20 1.49
S 2.28 3.25 4.20
As 1.90 1.32 3.36
S 0.11 1.21 2.16
S 2.04 -2.17 2.63
S 3.79 1.44 2.35
N -1.81 -2.05 3.53
C -0.97 -1.76 2.79
C -0.82 -2.06 -0.03
C -1.52 -0.85 -0.47
C -2.64 -0.36 0.23
C -3.29 0.79 -0.16
C -2.83 1.50 -1.28
C -1.72 1.04 -1.98
C -1.08 -0.12 -1.58
C -3.51 2.69 -1.71
N -4.06 3.64 -2.07
H -0.21 -2.50 -0.82
H -1.48 -2.81 0.42
H -2.98 -0.89 1.11
H -4.14 1.16 0.39
H -1.37 1.59 -2.85
H -0.23 -0.47 -2.14
N 3.29 -0.77 -1.62
C 2.97 0.57 -1.53
C 2.02 0.66 -0.57
N 1.76 -0.59 -0.07
C 2.54 -1.43 -0.71
H 3.98 -1.18 -2.22
H 3.44 1.32 -2.14
H 1.51 1.53 -0.17
H 2.59 -2.49 -0.54
*
```

Lowest unoccupied orbital energy (alpha / beta) in eV: 2.141 / 0.842
HOMO level (alpha / beta) in eV: -4.1 / -5.5
Orbital gap (alpha / beta) in eV: 6.2 / 6.3

Mulliken atomic charge list, values in e, 6 entries: atom 1 (Ir): 0.594, atom 2 (S): -0.360, atom 3 (As): 0.441, atom 4 (S): -0.394, atom 5 (S): -0.351, atom 6 (S): -0.370

Below is C5H12O2 in the gas phase, with properties calculated with ωB97M-V/def2-TZVPD.

```
! wB97M-V def2-TZVPD RIJCOSX def2/J DEFGRID3
* xyz 0 1
C 2.32 0.02 0.82
C 0.93 0.67 0.68
C -0.06 -0.39 0.22
O -0.32 -1.32 1.28
C -1.42 -0.11 -0.44
C -1.43 0.85 -1.62
O -1.81 -1.38 -0.95
H 2.26 -0.87 1.46
H 2.67 -0.32 -0.16
H 3.07 0.70 1.24
H 0.62 1.09 1.65
H 0.98 1.52 -0.01
H 0.41 -0.99 -0.58
H -0.06 -0.92 2.12
H -2.16 0.21 0.32
H -0.50 0.79 -2.21
H -2.25 0.56 -2.27
H -1.58 1.89 -1.32
H -1.67 -2.01 -0.23
*
```

Lowest unoccupied orbital energy in eV: 0.927
SMILES string: CC[C@@H](O)[C@@H](C)O
HOMO level in eV: -9.9
Orbital gap in eV: 10.9

Mulliken atomic charge list, values in e, 6 entries: atom 1 (C): -1.103, atom 2 (C): -0.347, atom 3 (C): -0.124, atom 4 (O): -0.578, atom 5 (C): 0.312, atom 6 (C): -1.374